93
Properties=species:S:1:pos:R:3:lowdin_charge:R:1 method="wB97M-V/def2-TZVPD" charge=-1 gap_ev=3.529 homo_energy_ev=-1.40 spin_multiplicity=1
C 3.40 -0.19 -5.31 -0.13
C 4.72 0.57 -5.08 -0.28
C 5.89 -0.30 -4.58 -0.40
N 5.87 -0.67 -3.20 -0.11
C 5.20 -1.91 -2.92 -0.55
C 6.20 -3.08 -2.72 -0.12
C 4.35 -1.83 -1.62 -0.25
C 3.48 -0.61 -1.50 -0.14
H 3.64 -1.18 -5.70 0.06
H 2.71 0.33 -5.97 0.05
H 2.93 -0.35 -4.35 0.03
H 5.01 1.03 -6.03 0.08
H 4.56 1.37 -4.36 0.08
H 5.99 -1.16 -5.28 0.09
H 6.78 0.32 -4.75 0.07
H 4.54 -2.26 -3.73 0.11
H 6.78 -3.20 -3.64 0.05
H 6.85 -2.84 -1.88 0.05
H 5.65 -4.00 -2.53 0.05
H 3.74 -2.73 -1.51 0.09
H 5.06 -1.84 -0.79 0.09
H 3.15 -0.51 -0.46 0.05
H 2.61 -0.66 -2.15 0.03
H 4.03 0.29 -1.76 0.05
C 0.65 -2.68 5.73 -0.11
O 1.29 -1.50 5.30 -0.20
C 2.65 -1.66 4.93 -0.20
C 3.02 -0.61 3.91 -0.18
O 2.55 -0.89 2.60 -0.12
C 1.16 -0.74 2.34 -0.17
C 0.67 0.69 2.29 -0.19
O 0.48 1.21 3.60 -0.22
C 0.46 2.62 3.61 -0.11
H 1.09 -3.07 6.66 0.09
H -0.39 -2.41 5.91 0.06
H 0.69 -3.46 4.95 0.09
H 2.82 -2.66 4.50 0.13
H 3.28 -1.55 5.82 0.13
H 4.11 -0.60 3.82 0.13
H 2.70 0.38 4.25 0.12
H 0.57 -1.34 3.04 0.12
H 1.02 -1.16 1.34 0.13
H -0.30 0.71 1.77 0.12
H 1.39 1.30 1.74 0.13
H 1.39 3.03 3.22 0.09
H 0.34 2.94 4.65 0.09
H -0.38 3.01 3.02 0.08
C -5.29 0.25 -4.82 -0.12
O -4.15 -0.08 -4.06 -0.19
C -3.71 -1.41 -4.28 -0.21
C -2.24 -1.57 -3.99 -0.19
O -1.39 -1.08 -5.02 -0.12
C -1.19 0.33 -5.09 -0.18
C -0.27 0.87 -4.02 -0.20
O -0.95 1.02 -2.79 -0.20
C -0.06 1.03 -1.69 -0.10
H -6.14 -0.39 -4.56 0.09
H -5.54 1.28 -4.61 0.09
H -5.08 0.14 -5.90 0.09
H -3.91 -1.71 -5.31 0.12
H -4.28 -2.08 -3.61 0.13
H -2.03 -2.64 -3.95 0.13
H -1.98 -1.14 -3.02 0.12
H -2.14 0.86 -5.10 0.12
H -0.70 0.49 -6.05 0.13
H 0.10 1.86 -4.34 0.13
H 0.60 0.21 -3.91 0.12
H 0.53 0.12 -1.64 0.07
H -0.66 1.11 -0.78 0.07
H 0.62 1.89 -1.74 0.10
C -6.82 3.31 3.59 -0.12
O -5.94 2.24 3.34 -0.19
C -5.28 2.37 2.09 -0.20
C -3.95 1.64 2.08 -0.18
O -2.91 2.33 2.75 -0.13
C -2.89 2.28 4.17 -0.18
C -2.42 0.97 4.74 -0.19
O -3.45 -0.01 4.72 -0.19
C -2.93 -1.31 4.73 -0.11
H -7.62 3.35 2.85 0.09
H -7.25 3.15 4.58 0.09
H -6.29 4.27 3.60 0.09
H -5.10 3.42 1.85 0.13
H -5.92 1.94 1.31 0.13
H -3.62 1.57 1.04 0.13
H -4.06 0.62 2.46 0.12
H -3.86 2.57 4.59 0.12
H -2.16 3.05 4.46 0.11
H -2.10 1.12 5.78 0.14
H -1.55 0.62 4.16 0.11
H -2.29 -1.48 3.86 0.09
H -3.76 -2.02 4.70 0.09
H -2.35 -1.49 5.65 0.07

***

13
Properties=species:S:1:pos:R:3:nbo_charge:R:1 method="wB97M-V/def2-TZVPD" de_lowest_kcal_mol=110.3 charge=-1 gap_ev=6.746 homo_energy_ev=-5.87 spin_multiplicity=1
Pb 2.32 26.48 1.73 1.63
N 1.94 28.68 -0.92 0.66
O 0.58 28.91 -0.94 -0.52
O 2.22 27.59 -0.41 -0.62
O 2.49 29.11 -1.95 -0.43
N -0.79 27.46 1.90 0.70
O -1.58 26.99 2.76 -0.42
O -1.00 27.15 0.76 -0.39
O 0.41 27.36 2.17 -0.73
N 0.92 25.04 4.47 0.70
O -0.14 24.51 3.91 -0.50
O 0.88 25.70 5.55 -0.46
O 1.76 25.14 3.60 -0.64

***

110
Properties=species:S:1:pos:R:3:lowdin_charge:R:1 method="wB97M-V/def2-TZVPD" charge=+1 gap_ev=7.851 homo_energy_ev=-11.50 spin_multiplicity=1
C -0.58 -0.30 2.91 -0.16
C -0.82 1.14 2.15 -0.28
C -1.74 1.00 0.77 -0.73
Cl -1.59 -0.67 -0.02 0.67
P -3.59 1.54 1.08 1.01
C -4.53 1.28 -0.57 -0.36
C -6.10 0.81 -0.39 -0.49
S -6.28 -0.84 0.53 0.87
C -7.74 -0.54 1.69 -0.45
N -8.16 -1.24 2.97 0.00
N -9.31 -0.60 3.48 -0.01
C -9.75 0.57 2.58 -0.01
O -8.75 0.52 1.51 -0.18
C -3.50 3.35 1.69 -0.82
Br -2.15 4.49 0.74 0.70
C -4.93 4.15 1.68 -0.75
C -6.12 3.43 2.60 -0.13
Br -5.57 4.66 -0.17 0.63
H -1.64 -0.76 3.22 0.09
H 0.09 -0.12 3.88 0.10
H 0.04 -1.08 2.26 0.08
H -1.22 1.97 2.88 0.10
H 0.25 1.51 1.80 0.14
H -1.26 1.78 0.00 0.09
H -4.13 0.67 2.10 0.07
H -4.46 2.20 -1.32 0.10
H -3.99 0.38 -1.13 0.10
H -6.59 0.61 -1.46 0.12
H -6.77 1.63 0.13 0.06
H -10.65 1.32 2.71 0.16
H -3.16 3.29 2.83 0.11
H -4.72 5.19 2.23 0.11
H -6.90 2.86 1.93 0.06
H -6.72 4.33 3.09 0.11
H -5.65 2.78 3.46 0.10
C 4.84 5.46 -0.79 -0.06
C 3.59 4.92 -1.47 -0.21
O 2.43 5.14 -0.65 0.01
C 1.96 6.42 -0.63 -0.55
O 2.43 7.37 -1.23 0.12
O 0.89 6.45 0.21 -0.04
C 0.37 7.76 0.41 -0.05
H 4.95 5.04 0.21 0.08
H 5.73 5.22 -1.38 0.08
H 4.79 6.55 -0.68 0.08
H 3.69 3.84 -1.59 0.12
H 3.45 5.35 -2.46 0.13
H 0.13 8.25 -0.54 0.10
H 1.09 8.36 0.98 0.10
H -0.55 7.68 1.00 0.08
C 8.23 -0.35 -2.27 -0.05
C 8.06 1.14 -2.51 -0.21
O 7.34 1.75 -1.44 0.02
C 8.03 1.94 -0.28 -0.53
O 9.19 1.63 -0.09 0.10
O 7.19 2.49 0.62 -0.01
C 7.76 2.64 1.92 -0.04
H 7.26 -0.83 -2.10 0.09
H 8.72 -0.83 -3.13 0.09
H 8.84 -0.55 -1.38 0.05
H 7.47 1.29 -3.42 0.12
H 9.03 1.64 -2.66 0.13
H 8.70 3.19 1.88 0.10
H 7.92 1.65 2.37 0.10
H 7.06 3.20 2.54 0.09
C -10.07 -4.92 -3.54 -0.07
C -10.24 -3.43 -3.78 -0.22
O -10.96 -2.82 -2.71 0.03
C -10.27 -2.63 -1.55 -0.54
O -9.11 -2.94 -1.36 0.10
O -11.11 -2.07 -0.65 0.01
C -10.54 -1.93 0.65 -0.06
H -11.04 -5.40 -3.37 0.09
H -9.58 -5.40 -4.40 0.08
H -9.46 -5.12 -2.65 0.07
H -10.83 -3.28 -4.69 0.12
H -9.27 -2.93 -3.93 0.12
H -9.60 -1.38 0.61 0.05
H -10.38 -2.92 1.10 0.11
H -11.24 -1.37 1.27 0.09
C 11.56 0.25 1.61 -0.06
C 10.58 -0.73 0.97 -0.23
O 11.24 -1.94 0.59 0.03
C 11.55 -2.79 1.60 -0.55
O 11.31 -2.61 2.79 0.10
O 12.19 -3.86 1.07 -0.01
C 12.67 -4.78 2.05 -0.05
H 12.41 0.43 0.95 0.09
H 11.06 1.20 1.83 0.07
H 11.96 -0.15 2.55 0.07
H 10.18 -0.29 0.05 0.08
H 9.73 -0.94 1.62 0.13
H 11.87 -5.11 2.72 0.10
H 13.49 -4.32 2.62 0.10
H 13.07 -5.66 1.53 0.09
C -0.95 -6.93 -3.95 -0.07
C -1.14 -7.44 -2.53 -0.22
O -0.83 -6.42 -1.57 0.03
C -1.75 -5.44 -1.42 -0.54
O -2.81 -5.35 -2.03 0.11
O -1.28 -4.55 -0.51 0.00
C -2.11 -3.40 -0.35 -0.14
H 0.06 -6.53 -4.08 0.08
H -1.12 -7.73 -4.67 0.08
H -1.64 -6.11 -4.18 0.07
H -0.45 -8.27 -2.35 0.13
H -2.16 -7.82 -2.37 0.13
H -3.14 -3.69 -0.11 0.11
H -2.08 -2.79 -1.25 0.06
H -1.71 -2.81 0.48 0.01

***

51
Properties=species:S:1:pos:R:3:nbo_charge:R:1 method="wB97M-V/def2-TZVPD" de_lowest_kcal_mol=54.3 charge=+2 gap_ev="5.776 / 6.879" homo_energy_ev="-14.58 / -14.45" s2=4.113 spin_multiplicity=4
Mn 0.15 0.67 -1.84 1.20
N -0.85 -1.56 -2.71 -0.65
N 0.16 -2.17 -3.49 -0.39
C 1.33 -1.55 -3.63 0.66
N 2.28 -1.99 -4.41 -0.72
N 1.40 -0.44 -2.86 -0.56
N 2.40 0.46 -2.84 0.65
O 3.41 0.43 -3.45 -0.24
O 2.05 1.39 -2.03 -0.43
H -1.13 -2.19 -1.96 0.41
H -1.65 -1.35 -3.29 0.41
H -0.06 -3.01 -4.02 0.43
H 2.16 -2.81 -4.99 0.44
H 3.16 -1.48 -4.49 0.46
C -0.37 4.52 2.50 -0.16
C 0.51 4.30 1.45 -0.20
C 0.57 3.06 0.84 -0.21
C -0.28 2.03 1.27 -0.53
C -1.17 2.26 2.32 -0.21
C -1.21 3.51 2.94 -0.18
Si -0.16 0.33 0.60 1.64
C -1.70 -0.65 0.64 -0.66
C -2.94 -0.05 0.39 -0.16
C -4.11 -0.75 0.65 -0.20
C -4.04 -2.05 1.15 -0.14
C -2.82 -2.66 1.38 -0.21
C -1.64 -1.97 1.11 -0.12
C 1.33 -0.60 1.16 -0.61
C 1.60 -0.50 2.53 -0.17
C 2.68 -1.16 3.09 -0.18
C 3.53 -1.90 2.28 -0.16
C 3.29 -2.01 0.92 -0.22
C 2.19 -1.36 0.36 -0.14
H -0.40 5.49 2.98 0.24
H 1.17 5.10 1.12 0.24
H 1.28 2.90 0.05 0.21
H -1.84 1.48 2.66 0.23
H -1.89 3.68 3.76 0.24
H -3.00 0.96 0.02 0.22
H -5.07 -0.29 0.48 0.24
H -4.96 -2.59 1.37 0.24
H -2.77 -3.67 1.77 0.24
H -0.68 -2.44 1.31 0.22
H 0.95 0.09 3.17 0.23
H 2.87 -1.09 4.15 0.24
H 4.39 -2.40 2.71 0.24
H 3.95 -2.59 0.29 0.23
H 1.99 -1.49 -0.70 0.16
O -3.01 3.09 -2.89 -0.76
S -1.91 3.16 -1.98 1.57
N -1.13 1.86 -1.86 -1.07

***

78
Properties=species:S:1:pos:R:3:lowdin_spin:R:1 method="wB97M-V/def2-TZVPD" de_lowest_kcal_mol=0.6 charge=+1 gap_ev="8.229 / 8.500" homo_energy_ev="-10.08 / -10.60" s2=6.012 spin_multiplicity=5
Fe 0.53 -0.65 -0.12 3.71
C -0.39 -1.98 2.82 0.00
C -1.18 -2.67 1.70 0.00
N -0.40 -2.88 0.48 0.02
C 0.40 -4.10 0.46 0.00
C 1.67 -4.06 1.32 0.00
S 2.66 -2.52 1.13 0.02
C 2.63 -1.78 2.80 0.00
C 1.65 -0.62 2.98 0.00
N 0.37 -0.84 2.31 0.02
H 0.29 -2.69 3.28 0.00
H -1.11 -1.67 3.60 0.00
H -2.03 -2.04 1.44 0.00
H -1.57 -3.63 2.09 0.00
H -1.06 -2.94 -0.30 0.00
H 0.69 -4.29 -0.58 0.00
H -0.20 -4.96 0.81 0.00
H 2.32 -4.88 1.00 0.00
H 1.44 -4.19 2.37 0.00
H 3.65 -1.42 2.97 0.00
H 2.44 -2.59 3.50 0.00
H 2.08 0.29 2.56 0.00
H 1.52 -0.46 4.07 0.00
H -0.19 0.00 2.41 0.00
C -6.14 1.20 -2.27 0.00
C -5.23 0.29 -2.78 0.00
C -4.09 -0.02 -2.06 0.00
C -3.83 0.59 -0.84 0.01
C -4.76 1.49 -0.32 0.00
C -5.90 1.80 -1.04 0.00
P -2.20 0.24 -0.08 0.03
C -2.50 0.75 1.65 0.00
C -3.54 0.15 2.35 0.00
C -3.72 0.39 3.70 0.00
C -2.83 1.22 4.37 0.00
C -1.79 1.82 3.69 0.00
C -1.62 1.59 2.33 0.00
C -1.26 1.64 -0.78 0.02
C -1.75 2.94 -0.91 0.00
C -0.99 3.87 -1.59 0.00
C 0.22 3.50 -2.15 0.00
C 0.71 2.21 -2.00 0.01
C -0.01 1.27 -1.28 0.05
H -7.02 1.46 -2.83 0.00
H -5.42 -0.19 -3.73 0.00
H -3.38 -0.73 -2.46 0.00
H -4.59 1.96 0.64 0.00
H -6.60 2.52 -0.64 0.00
H -4.23 -0.50 1.82 0.00
H -4.54 -0.07 4.22 0.00
H -2.96 1.39 5.43 0.00
H -1.11 2.49 4.21 0.00
H -0.81 2.07 1.79 0.00
H -2.71 3.21 -0.50 0.00
H -1.34 4.89 -1.69 0.00
H 0.80 4.23 -2.71 0.00
H 1.65 1.95 -2.47 0.00
C 3.16 -0.27 -4.01 0.00
N 3.00 -0.65 -2.62 0.00
C 2.00 -1.66 -2.40 0.02
C 3.30 0.21 -1.61 0.01
N 2.65 0.14 -0.49 0.04
N 4.30 1.13 -1.86 0.00
C 4.38 2.32 -1.03 0.00
C 5.59 0.67 -2.34 0.00
H 2.18 -0.22 -4.50 0.00
H 3.77 -1.00 -4.54 0.00
H 3.63 0.71 -4.09 0.00
H 2.05 -2.38 -3.22 0.00
H 0.98 -1.23 -2.36 0.01
H 2.23 -2.18 -1.46 0.00
H 3.05 0.75 0.22 0.00
H 4.89 2.15 -0.08 0.00
H 3.38 2.70 -0.84 0.00
H 4.93 3.08 -1.59 0.00
H 5.50 -0.32 -2.77 0.00
H 6.30 0.62 -1.51 0.00
H 5.99 1.35 -3.09 0.00

***

133
Properties=species:S:1:pos:R:3:lowdin_charge:R:1 method="wB97M-V/def2-TZVPD" de_lowest_kcal_mol=10.5 charge=+1 gap_ev=6.028 homo_energy_ev=-8.09 spin_multiplicity=1
C 5.28 10.76 4.25 -0.08
C 5.88 9.50 3.56 -0.25
C 5.02 9.14 2.30 -0.18
C 5.73 7.96 1.52 -0.07
N 5.29 7.61 0.03 -0.18
C 5.63 6.16 -0.36 -0.07
C 4.46 5.29 0.07 -0.15
C 3.33 6.18 0.57 -0.13
C 3.72 7.54 -0.05 -0.09
C 5.69 8.81 -0.97 -0.07
C 7.21 9.10 -1.13 -0.24
C 7.60 10.23 -2.08 -0.08
H 5.31 11.47 3.42 0.07
H 6.00 10.95 5.04 0.08
H 4.26 10.66 4.61 0.08
H 6.00 8.65 4.23 0.11
H 6.90 9.65 3.21 0.10
H 4.96 9.98 1.61 0.10
H 3.96 9.04 2.51 0.11
H 5.42 7.06 2.04 0.12
H 6.80 8.17 1.57 0.12
H 5.74 6.34 -1.43 0.13
H 6.58 6.05 0.17 0.13
H 4.22 4.57 -0.72 0.13
H 4.84 4.52 0.75 0.12
H 2.37 5.74 0.31 0.13
H 3.37 6.29 1.65 0.11
H 3.49 7.68 -1.11 0.13
H 3.19 8.24 0.59 0.12
H 5.19 9.71 -0.62 0.12
H 5.27 8.47 -1.91 0.12
H 7.57 8.14 -1.52 0.10
H 7.84 9.13 -0.25 0.10
H 7.12 10.06 -3.04 0.08
H 8.69 10.25 -2.16 0.08
H 7.33 11.21 -1.69 0.08
C -2.12 -0.16 13.03 -0.09
C -2.47 0.56 11.73 -0.30
C -3.70 -0.03 11.13 -0.20
C -3.91 0.44 9.63 -0.04
N -5.10 -0.27 8.84 -0.21
C -6.33 -0.57 9.69 -0.09
C -6.11 -1.96 10.34 -0.13
C -5.39 -2.69 9.19 -0.13
C -4.56 -1.62 8.35 -0.06
C -5.42 0.71 7.66 -0.09
C -6.16 2.02 8.09 -0.19
C -6.98 2.67 6.87 -0.07
H -2.95 0.07 13.69 0.09
H -1.12 0.07 13.39 0.08
H -2.10 -1.24 12.82 0.08
H -1.77 0.52 10.89 0.11
H -2.51 1.62 11.99 0.12
H -4.47 0.23 11.87 0.13
H -3.44 -1.09 11.12 0.11
H -3.03 0.33 9.00 0.13
H -4.25 1.48 9.73 0.12
H -7.15 -0.74 9.00 0.14
H -6.53 0.30 10.31 0.13
H -7.01 -2.44 10.71 0.13
H -5.35 -1.95 11.12 0.09
H -6.08 -3.25 8.55 0.12
H -4.78 -3.49 9.61 0.12
H -4.73 -1.83 7.29 0.13
H -3.47 -1.64 8.31 0.13
H -6.02 0.01 7.08 0.13
H -4.48 0.84 7.13 0.14
H -5.44 2.81 8.31 0.10
H -6.83 1.88 8.94 0.10
H -7.76 1.96 6.60 0.07
H -6.43 2.77 5.94 0.08
H -7.50 3.59 7.11 0.08
O -1.89 -0.08 0.09 0.18
C -1.36 -0.97 -0.43 -0.32
O -0.13 -0.95 -1.23 0.18
B -0.09 -2.22 -1.96 -0.88
O -1.20 -3.10 -1.44 0.22
C -1.85 -2.41 -0.51 -0.38
O -2.80 -2.86 0.14 0.10
O 1.23 -2.88 -1.72 0.21
C 1.77 -2.99 -2.94 -0.37
O 2.92 -3.35 -3.10 0.11
C 0.73 -2.66 -4.00 -0.44
O -0.25 -2.06 -3.41 0.25
O 0.86 -2.78 -5.18 0.15
N -0.29 -8.42 -8.73 0.00
C 0.15 -9.17 -7.70 -0.15
C 0.71 -10.36 -8.17 -0.11
C 0.60 -10.32 -9.58 -0.10
C -0.03 -9.10 -9.87 -0.16
H -0.78 -7.54 -8.72 0.16
H 0.01 -8.80 -6.69 0.10
H 1.17 -11.18 -7.63 0.08
H 0.96 -11.13 -10.20 0.08
H -0.43 -8.76 -10.82 0.10
N -5.63 -6.29 -7.56 -0.04
C -5.44 -6.27 -8.91 -0.10
C -4.60 -5.09 -9.16 -0.09
C -4.44 -4.54 -7.91 -0.17
C -5.06 -5.27 -6.91 -0.14
H -6.06 -7.05 -7.05 0.15
H -5.89 -7.08 -9.47 0.09
H -4.22 -4.69 -10.09 0.08
H -3.91 -3.62 -7.74 0.09
H -5.14 -5.01 -5.87 0.11
N 6.60 -5.58 -9.25 0.01
C 7.54 -4.54 -9.42 -0.14
C 8.57 -4.98 -10.18 -0.14
C 8.28 -6.31 -10.58 -0.11
C 7.05 -6.64 -10.01 -0.14
H 5.82 -5.64 -8.61 0.14
H 7.50 -3.61 -8.88 0.10
H 9.51 -4.46 -10.28 0.09
H 8.79 -7.00 -11.24 0.08
H 6.42 -7.52 -10.01 0.10
C -4.24 -8.08 4.19 -0.08
C -5.46 -7.91 3.14 -0.28
O -6.35 -6.83 3.49 -0.09
H -4.68 -8.42 5.13 0.05
H -3.90 -7.09 4.48 0.05
H -3.45 -8.79 3.95 0.06
H -5.93 -8.89 3.13 0.10
H -5.04 -7.73 2.15 0.10
H -5.90 -6.03 3.21 0.08
C -1.13 1.07 -12.85 -0.09
C -0.26 0.49 -11.73 -0.29
O 0.18 -0.85 -12.15 -0.10
H -2.09 0.56 -12.88 0.07
H -0.62 1.02 -13.82 0.07
H -1.25 2.15 -12.72 0.07
H -0.80 0.55 -10.78 0.10
H 0.68 1.04 -11.62 0.10
H 0.68 -1.15 -11.39 0.07

***

17
Properties=species:S:1:pos:R:3:nbo_charge:R:1 method="wB97M-V/def2-TZVPD" de_lowest_kcal_mol=0.0 charge=+1 gap_ev=9.891 homo_energy_ev=-14.36 spin_multiplicity=1
C 0.04 0.11 -1.82 -0.26
C -0.53 0.21 0.77 -0.22
C 1.94 1.35 1.74 0.50
C -1.46 -1.79 -0.55 -0.26
F 0.43 1.41 -1.54 -0.37
F 0.53 1.19 1.03 -0.25
F 2.40 0.12 1.69 -0.26
F -2.33 -0.77 -0.81 -0.35
P 0.25 -1.13 -0.39 0.71
H -0.98 0.11 -2.35 0.23
H 0.80 -0.23 -2.57 0.20
H -1.21 0.76 0.18 0.25
H -0.74 -0.21 1.77 0.23
H 1.54 1.65 2.73 0.20
H 2.46 2.05 1.21 0.20
H -1.73 -2.40 0.36 0.22
H -1.42 -2.44 -1.45 0.22

***

no.,molecular weight (g mol⁻¹),E (hartree)
1,516.74,-1719.0291
2,393.21,-1033.8558
3,960.09,-8837.8959
4,495.50,-3128.2348
5,578.57,-3406.4561
6,820.90,-2696.0856
7,163.07,-897.5948